1.
A cluster of 11 separate species, C21H51ClN2O11 in total, computed with the ωB97M-V functional and the def2-TZVPD basis.

Values from the calculation:
SMILES string ... C[C@H](O)Cc1nc2ccccc2nc1Cl.CO.CO.CO.CO.CO.CO.CO.CO.CO.CO
2S+1 ... 1
LUMO level ... -0.74 eV
HOMO level ... -9.0 eV

Each line ends with the Mulliken charge.
Cartesian coordinates (Å):
C -0.5149 2.6335 3.7887  -0.56
C 0.0590 1.9149 2.4845  0.13
O 0.5674 2.9238 1.5809  -0.57
C -1.0412 1.0181 1.7751  -0.24
C -0.2409 0.0021 0.8591  0.23
N 0.6339 -0.8111 1.5127  -0.31
C 1.3342 -1.6727 0.6738  0.22
C 2.3486 -2.5834 1.3139  -0.53
C 3.1477 -3.5249 0.5432  -0.86
C 2.9443 -3.5284 -0.9602  -0.26
C 1.9599 -2.6467 -1.5852  -0.65
C 1.1156 -1.6783 -0.7823  0.94
N 0.2052 -0.9051 -1.5048  -0.58
C -0.4325 -0.0927 -0.6264  0.18
Cl -1.6711 1.0129 -1.3628  -0.21
H -0.4537 1.8582 4.6118  0.12
H -1.5852 2.9560 3.6194  -0.02
H 0.1119 3.5378 4.0271  0.22
H 0.9515 1.3252 2.8352  0.30
H 1.4685 2.6634 1.3109  0.33
H -1.8029 1.6081 1.2118  0.35
H -1.5422 0.3594 2.5509  0.10
H 2.4972 -2.5445 2.4243  0.39
H 3.8750 -4.1773 1.0830  0.38
H 3.5969 -4.2458 -1.5503  0.62
H 1.8587 -2.7113 -2.7039  0.26
C -0.7551 -3.0046 -4.9669  -0.38
O -1.4594 -2.8030 -3.7481  -0.52
H -1.2682 -3.7684 -5.5478  0.24
H -0.7316 -2.0748 -5.5370  0.19
H 0.2655 -3.3376 -4.7534  0.17
H -0.9842 -2.1219 -3.2535  0.29
C 1.9339 1.0105 6.7839  -0.50
O 1.0881 2.1362 6.5746  -0.45
H 2.4954 0.8191 5.8705  0.19
H 2.6306 1.2200 7.6005  0.32
H 1.3280 0.1357 7.0254  0.18
H 0.6030 2.2860 7.3937  0.26
C -2.7670 -2.2899 -8.3886  -0.50
O -1.4021 -2.3458 -7.9900  -0.49
H -3.1706 -3.3018 -8.3987  0.26
H -3.3340 -1.6818 -7.6791  0.26
H -2.8407 -1.8609 -9.3894  0.17
H -1.0697 -1.4412 -7.9889  0.27
C 3.0899 5.0609 2.0502  -0.55
O 3.7205 3.7954 2.2246  -0.49
H 2.4731 5.2687 2.9225  0.20
H 3.8477 5.8423 1.9494  0.31
H 2.4582 5.0375 1.1592  0.25
H 4.2591 3.6344 1.4415  0.29
C 3.3823 -7.0782 -2.1751  -0.54
O 4.5638 -6.2847 -2.1316  -0.50
H 2.5852 -6.5471 -1.6563  0.24
H 3.0866 -7.2473 -3.2133  0.26
H 3.5599 -8.0357 -1.6794  0.27
H 5.2526 -6.7737 -2.5954  0.29
C -4.5265 3.7371 2.4947  -0.60
O -3.2213 3.7320 1.9247  -0.45
H -4.4370 3.7035 3.5779  0.24
H -5.0518 4.6501 2.2048  0.24
H -5.0837 2.8609 2.1508  0.32
H -3.3277 3.7626 0.9669  0.26
C 5.8543 -0.7270 0.6600  -0.45
O 6.2239 -1.7250 -0.2801  -0.52
H 6.6109 0.0567 0.6545  0.26
H 4.8872 -0.2994 0.3813  0.17
H 5.7957 -1.1667 1.6592  0.25
H 5.5386 -2.4057 -0.2552  0.28
C -1.5990 -1.1922 6.3389  -0.64
O -0.2969 -1.1939 5.7686  -0.43
H -1.5052 -1.2349 7.4233  0.25
H -2.1263 -0.2765 6.0582  0.28
H -2.1585 -2.0643 5.9909  0.28
H -0.4048 -1.1553 4.8106  0.27
C -7.4962 5.1869 4.3399  -0.58
O -6.1391 5.1557 4.7627  -0.48
H -7.8819 4.1685 4.3297  0.23
H -8.0881 5.7895 5.0335  0.28
H -7.5624 5.6079 3.3330  0.26
H -5.8204 6.0654 4.7639  0.28
C -1.6684 0.1843 -11.6860  -0.55
O -2.3709 0.3878 -10.4656  -0.48
H -2.1843 -0.5826 -12.2617  0.23
H -1.6464 1.1132 -12.2612  0.28
H -0.6482 -0.1471 -11.4769  0.26
H -1.8972 1.0687 -9.9747  0.28

=====

2.
The molecule C3H6ClPS2, computed with the ωB97M-V functional and the def2-TZVPD basis.

Values from the calculation:
SMILES string ... C[C@H]1CSP(Cl)S1
Energy relative to the best compared isomer or geometry (same formula, charge and spin) ... 0.00 kcal/mol
2S+1 ... 1
LUMO level ... 0.28 eV
HOMO level ... -8.8 eV

Each line ends with the natural charge from an NBO analysis.
Cartesian coordinates (Å):
C 1.4703 0.4697 -0.9941  -0.63
C 0.1865 -0.2243 -0.6083  -0.35
C 0.2882 -0.6333 0.8826  -0.50
S -1.3968 -1.2978 1.4687  -0.10
P -2.6855 -0.1386 0.2410  0.56
Cl -3.3042 1.3818 1.4291  -0.30
S -1.1793 0.9462 -0.8478  -0.06
H 1.5332 1.3240 -0.2662  0.22
H 1.3970 0.8242 -2.0612  0.24
H 2.1718 -0.3163 -0.6433  0.22
H -0.0127 -1.1268 -1.2589  0.23
H 1.1610 -1.4147 1.0505  0.24
H 0.3705 0.2059 1.6079  0.23

=====

3.
A cluster of 14 separate species, C7H41NO13 in total, computed with the ωB97M-V functional and the def2-TZVPD basis.

Values from the calculation:
Energy relative to the best compared isomer or geometry (same formula, charge and spin) ... 124.59 kcal/mol
2S+1 ... 1
LUMO level ... 0.15 eV
HOMO level ... -8.8 eV

Each line ends with the natural charge from an NBO analysis.
Cartesian coordinates (Å):
C 2.8994 1.5845 1.3267  -0.63
C 2.4654 0.9965 2.7242  -0.38
C 3.1966 -0.2568 3.3207  -0.44
C 2.4271 -1.3351 2.6952  0.01
C 2.8345 -1.7982 1.4812  -0.06
N 2.1299 -2.9186 0.8910  -0.89
C 1.3937 -2.0441 3.4919  -0.46
C 0.0644 -1.3946 3.9317  -0.63
H 3.1790 0.9407 0.4902  0.22
H 1.9379 2.1206 0.9227  0.20
H 3.6749 2.3882 1.4175  0.21
H 1.3467 0.6948 2.6939  0.20
H 2.6185 1.8491 3.3839  0.21
H 4.2338 -0.1372 3.3088  0.22
H 2.9256 -0.2378 4.4826  0.19
H 3.7938 -1.6275 0.9476  0.19
H 2.0544 -2.9060 -0.1208  0.38
H 2.6983 -3.7001 1.1870  0.37
H 1.8737 -2.3525 4.4913  0.22
H 1.1429 -2.9606 2.9481  0.23
H -0.8305 -1.9624 3.5703  0.22
H -0.1160 -0.3891 3.5361  0.22
H -0.0149 -1.2244 4.9954  0.21
H 2.5950 -1.3788 -5.1007  0.46
H 2.9353 0.0913 -5.1990  0.47
O 2.6819 -0.6218 -4.6170  -0.93
H -2.1214 3.2831 -3.5302  0.48
H -2.8345 4.2623 -2.8908  0.47
O -1.9316 4.0136 -2.9331  -0.95
H 0.2730 -2.9284 0.7214  0.50
H -1.3865 -2.4274 0.7505  0.50
O -0.5579 -2.6649 0.1458  -1.04
H 0.7006 3.7570 -3.0680  0.48
H 0.3042 3.4690 -1.7389  0.48
O 1.0617 3.5756 -2.2443  -0.92
H -5.6164 1.9009 -0.0442  0.46
H -4.5176 1.4683 -0.9402  0.48
O -4.9288 2.3078 -0.6143  -0.96
H 1.6021 1.9286 -2.2146  0.48
H 2.9996 1.7897 -2.7583  0.47
O 2.3731 1.2826 -2.2219  -0.98
H -1.6538 0.4153 1.3756  0.48
H -0.7366 -0.7345 1.6489  0.47
O -1.6228 -0.4136 1.7600  -0.95
H -0.2959 -0.7534 -0.5079  0.51
H 0.4582 0.4969 -0.9259  0.48
O -0.4472 0.1621 -0.7954  -1.00
H -4.3838 -0.9005 -0.5812  0.48
H -3.3823 -0.3421 -1.5440  0.49
O -4.3690 -0.4936 -1.4406  -0.96
H -0.9221 3.1679 1.0421  0.47
H -1.5485 4.1256 2.0024  0.47
O -0.9149 3.4711 1.9267  -0.93
H -2.3108 -1.6681 -4.1961  0.49
H -3.6812 -1.7447 -3.4062  0.48
O -2.9399 -2.1747 -3.7061  -0.97
H -3.4545 -4.5476 -0.4104  0.48
H -3.8922 -3.2384 -1.1465  0.48
O -3.6687 -3.6158 -0.2915  -0.96
H -0.1862 0.9336 -4.0314  0.46
H -0.6299 0.5501 -2.8002  0.48
O -0.9789 0.8669 -3.5915  -0.95

=====

4.
The molecule C23H31N3O5, computed with the ωB97M-V functional and the def2-TZVPD basis.

Values from the calculation:
SMILES string ... COc1cc(OC)cc(N2C(=O)C[C@H](N3CCC(C(=O)N4CCCCC4)CC3)C2=O)c1
Energy relative to the best compared isomer or geometry (same formula, charge and spin) ... 38.28 kcal/mol
2S+1 ... 1
LUMO level ... 0.73 eV
HOMO level ... -8.3 eV

Each line ends with the natural charge from an NBO analysis.
Cartesian coordinates (Å):
C -4.9383 -3.7554 -1.4524  -0.25
O -4.0635 -2.6758 -1.6773  -0.49
C -4.0753 -1.6391 -0.8000  0.34
C -4.8658 -1.5769 0.3354  -0.38
C -4.7989 -0.4670 1.1804  0.41
O -5.6114 -0.5174 2.2679  -0.51
C -5.5582 0.5439 3.1932  -0.26
C -3.9519 0.5892 0.8795  -0.39
C -3.1582 0.5079 -0.2594  0.26
N -2.2810 1.5847 -0.5576  -0.52
C -2.1668 2.1465 -1.8209  0.71
O -2.7616 1.7810 -2.7977  -0.56
C -1.2028 3.3090 -1.7192  -0.52
C -0.5688 3.1876 -0.3351  -0.13
N 0.8150 2.7495 -0.4148  -0.44
C 1.5791 2.9637 0.8041  -0.23
C 3.0673 2.8096 0.4991  -0.38
C 3.4052 1.4539 -0.1325  -0.32
C 3.3383 0.3320 0.9037  0.70
O 2.7698 0.4734 1.9711  -0.64
N 3.9610 -0.8338 0.6001  -0.45
C 4.7080 -1.1781 -0.5870  -0.21
C 4.0681 -2.3779 -1.2922  -0.41
C 3.9848 -3.5632 -0.3351  -0.40
C 3.2312 -3.1465 0.9247  -0.40
C 3.9029 -1.9277 1.5527  -0.23
C 2.4432 1.1989 -1.3005  -0.38
C 0.9939 1.3770 -0.8572  -0.24
C -1.4599 2.1786 0.3900  0.69
O -1.4276 1.8935 1.5571  -0.56
C -3.2030 -0.5883 -1.0961  -0.31
H -4.7720 -4.4455 -2.2781  0.20
H -4.7172 -4.2612 -0.5071  0.18
H -5.9836 -3.4317 -1.4555  0.18
H -5.5465 -2.3651 0.6095  0.23
H -6.2369 0.2660 3.9981  0.20
H -5.8956 1.4835 2.7444  0.18
H -4.5493 0.6739 3.5954  0.18
H -3.8828 1.4586 1.5092  0.24
H -1.7695 4.2343 -1.8314  0.25
H -0.4640 3.2735 -2.5187  0.25
H -0.5749 4.1363 0.2090  0.23
H 1.3940 3.9811 1.1574  0.20
H 1.2911 2.2597 1.5952  0.22
H 3.6284 2.9309 1.4261  0.22
H 3.3649 3.5958 -0.1980  0.20
H 4.4324 1.5106 -0.5085  0.22
H 5.7286 -1.4494 -0.2824  0.19
H 4.7726 -0.3345 -1.2706  0.21
H 3.0623 -2.1099 -1.6227  0.20
H 4.6590 -2.6358 -2.1726  0.21
H 4.9939 -3.8855 -0.0667  0.19
H 3.4813 -4.4018 -0.8187  0.21
H 2.2002 -2.8939 0.6696  0.20
H 3.2131 -3.9629 1.6475  0.21
H 4.9240 -2.1829 1.8617  0.18
H 3.3449 -1.5776 2.4221  0.25
H 2.5732 0.1960 -1.7077  0.21
H 2.6532 1.9231 -2.0909  0.21
H 0.3322 1.1729 -1.7030  0.20
H 0.7634 0.6569 -0.0544  0.19
H -2.5951 -0.6480 -1.9822  0.24

=====

5.
A structure of composition C30H36AuN4O6S2Si, computed with the ωB97M-V functional and the def2-TZVPD basis.

Values from the calculation:
Energy relative to the best compared isomer or geometry (same formula, charge and spin) ... 0.90 kcal/mol
Total charge ... +1
2S+1 ... 1
LUMO level ... -4.37 eV
HOMO level ... -11.0 eV

Each line ends with the Mulliken charge.
Cartesian coordinates (Å):
Au -0.1568 -0.6753 0.3265  0.61
O 2.0250 0.4201 6.7143  -0.50
C 0.6756 0.0897 6.4793  -0.63
C 0.4731 -0.0884 5.0025  0.30
C -0.8079 -0.2175 4.4811  -0.93
C -0.9634 -0.4132 3.1319  -0.31
N 0.0924 -0.4752 2.3068  -0.02
C 1.3525 -0.3433 2.7824  -0.25
C 1.5545 -0.1516 4.1348  -0.18
C 2.4734 -0.4295 1.8062  0.39
C 3.7891 -0.2092 2.1467  0.03
C 4.7766 -0.3379 1.1747  0.41
C 6.2133 -0.0127 1.5373  -0.79
O 6.3176 1.1833 2.2793  -0.52
C 4.3920 -0.6996 -0.1069  -0.89
C 3.0466 -0.8766 -0.3906  -0.49
N 2.1130 -0.7403 0.5470  -0.20
H 2.1817 0.4800 7.6616  0.32
H -0.0064 0.8661 6.8378  0.35
H 0.3958 -0.8475 6.9716  0.35
H -1.6855 -0.1717 5.1143  0.48
H -1.9395 -0.5140 2.6772  0.46
H 2.5511 -0.0444 4.5359  0.59
H 4.0760 0.1029 3.1428  0.52
H 6.8274 0.0004 0.6339  0.36
H 6.5989 -0.7985 2.1861  0.35
H 5.9536 1.9169 1.7616  0.35
H 5.1275 -0.8186 -0.8925  0.42
H 2.7038 -1.1230 -1.3892  0.47
C -4.4356 -3.7350 -2.2491  -0.99
Si -2.8216 -4.0451 -3.1035  0.08
C -3.0375 -4.3007 -4.9242  -1.08
C -1.8929 -5.4602 -2.3461  -0.99
C -1.7304 -2.4897 -2.9042  0.11
C -1.2413 -1.7768 -3.9977  0.07
C -0.4177 -0.6509 -3.8685  -0.96
C -0.0444 -0.2365 -2.6192  -0.22
N -0.5001 -0.9435 -1.5717  -0.40
C -1.3185 -1.9888 -1.6737  0.43
S -1.7016 -2.4701 -0.0318  -0.38
H -5.1370 -4.5499 -2.4536  0.35
H -4.8902 -2.8018 -2.5914  0.35
H -4.3064 -3.6716 -1.1648  0.31
H -3.6965 -5.1577 -5.0969  0.32
H -2.0836 -4.5164 -5.4142  0.32
H -3.4940 -3.4355 -5.4144  0.33
H -2.4595 -6.3911 -2.4514  0.36
H -1.7135 -5.2991 -1.2793  0.33
H -0.9259 -5.5955 -2.8383  0.34
H -1.5132 -2.1043 -4.9960  0.43
H -0.0783 -0.0970 -4.7285  0.49
H 0.5824 0.6253 -2.4226  0.81
C 0.3463 2.9722 -6.3491  -1.73
C 1.1093 3.1197 -5.0544  0.88
C 0.8157 4.1761 -4.1913  -0.72
C 1.5244 4.3633 -3.0226  -0.71
C 2.5385 3.4698 -2.6907  0.46
C 2.8434 2.4036 -3.5222  -0.50
C 2.1257 2.2349 -4.7036  -0.54
S 3.5524 3.7874 -1.2825  1.20
O 4.3192 2.5836 -1.0533  -0.61
O 4.1927 5.0379 -1.5448  -0.71
N 2.6343 3.9839 0.0189  -0.18
C 2.2826 2.9046 0.9564  0.15
C 0.7858 2.8301 1.2386  -0.37
C -0.0072 2.5443 0.0000  0.53
O -0.0683 3.3802 -0.8902  -0.58
O -0.5987 1.3762 -0.0969  -0.56
H 0.3981 3.8911 -6.9356  0.48
H -0.7122 2.7782 -6.1637  0.34
H 0.7457 2.1619 -6.9588  0.34
H 0.0210 4.8689 -4.4485  0.41
H 1.2980 5.2051 -2.3805  0.36
H 3.6561 1.7424 -3.2600  0.51
H 2.3863 1.4269 -5.3791  0.41
H 1.9533 4.7275 -0.0830  0.34
H 2.8084 3.0857 1.8931  0.24
H 2.6589 1.9570 0.5687  -0.37
H 0.4409 3.7873 1.6338  0.53
H 0.6100 2.0557 1.9894  -0.06

=====

6.
A cluster of 9 separate species, C14H31N13O4 in total, computed with the ωB97M-V functional and the def2-TZVPD basis.

Values from the calculation:
SMILES string ... NC(N)=O.NC(N)=O.NC(N)=O.NC(N)=O.CC#N.CC#N.CC#N.CC#N.CC#N
2S+1 ... 1
LUMO level ... -0.06 eV
HOMO level ... -9.4 eV

Each line ends with the natural charge from an NBO analysis.
Cartesian coordinates (Å):
N -22.7170 19.9305 -7.5154  -0.81
C -23.7082 19.5846 -8.3053  0.75
N -23.4926 18.4933 -9.0178  -0.82
O -24.8022 20.1025 -8.1965  -0.71
H -21.7965 19.7021 -7.8626  0.38
H -22.8156 20.8567 -7.1249  0.41
H -22.5224 18.2343 -9.1254  0.39
H -24.2501 18.2516 -9.6407  0.42
N -25.4540 21.6769 -4.5038  -0.83
C -24.6770 21.8235 -3.4588  0.74
N -25.1753 22.6760 -2.6635  -0.81
O -23.5362 21.4238 -3.3284  -0.68
H -25.2686 21.0354 -5.2616  0.42
H -26.3688 22.1042 -4.5307  0.37
H -24.6376 22.9133 -1.8421  0.41
H -25.9863 23.1899 -2.9771  0.38
N -29.3884 17.2916 -10.8889  -0.85
C -28.2289 17.6997 -10.3018  0.77
N -28.4578 18.8493 -9.7208  -0.83
O -27.1576 17.1855 -10.2315  -0.66
H -30.1488 17.9477 -10.9958  0.39
H -29.3937 16.4011 -11.3654  0.41
H -27.6818 19.3607 -9.3253  0.42
H -29.3623 19.2841 -9.8345  0.37
N -19.2341 18.5017 -14.7167  -0.84
C -19.3221 17.4207 -13.9798  0.74
N -18.6557 16.4406 -14.4349  -0.80
O -19.8726 17.2969 -12.9181  -0.68
H -19.8203 19.2977 -14.5095  0.40
H -18.6387 18.6448 -15.5198  0.39
H -18.6562 15.5248 -14.0089  0.41
H -18.0634 16.5516 -15.2454  0.37
C -27.7452 23.7752 -8.5131  -0.72
C -26.5056 24.3765 -7.9428  0.28
N -25.5616 24.7966 -7.4725  -0.33
H -27.3096 23.0844 -9.2351  0.26
H -28.4152 24.4296 -9.0709  0.25
H -28.3692 23.3398 -7.7327  0.25
C -24.7867 20.2347 -13.4916  -0.71
C -26.0140 20.4673 -14.3017  0.29
N -26.8374 20.6135 -15.0464  -0.34
H -23.9359 20.4305 -14.1442  0.25
H -24.8978 19.2109 -13.1343  0.26
H -24.8368 20.8055 -12.5644  0.26
C -16.2764 19.4133 -10.6984  -0.72
C -17.2697 19.5365 -9.6055  0.30
N -18.0463 19.5717 -8.7425  -0.35
H -15.2906 19.6890 -10.3238  0.25
H -16.5883 20.0065 -11.5580  0.26
H -16.1378 18.3423 -10.8456  0.26
C -19.1945 23.3782 -6.9290  -0.72
C -19.3344 24.8602 -6.8996  0.29
N -19.4205 26.0032 -6.8917  -0.34
H -18.2574 22.9812 -6.5386  0.26
H -19.3166 23.0825 -7.9710  0.25
H -19.9777 22.9289 -6.3184  0.26
C -23.1066 14.1877 -12.6274  -0.71
C -23.5841 12.8323 -13.0518  0.28
N -23.9489 11.7623 -13.3422  -0.34
H -22.5599 14.5611 -13.4934  0.25
H -22.4310 14.1908 -11.7721  0.26
H -24.0707 14.6452 -12.4053  0.26

=====

Number 1: energy -2227.838688 a.u.. Number 2: energy -1715.858681 a.u.. Number 3: energy -1324.054752 a.u.. Number 4: energy -1435.540191 a.u.. Number 5: energy -3056.615163 a.u.. Number 6: energy -1564.853221 a.u..